Entry 1:
A molecular structure, C13H30IrN9O3S. Source: the OMol25 dataset; level of theory: ωB97M-V with the def2-TZVPD basis set.

```
57
Properties=species:S:1:pos:R:3:forces:R:3:mulliken_charge:R:1
H 0.412504 -4.175284 -0.301109 0.0 0.0 0.0 0.50
C 2.979647 0.929292 0.779159 -0.1 0.0 0.0 -0.73
N -0.787589 -2.485801 0.120272 0.3 0.0 0.2 -0.67
H -0.153550 2.185603 0.542109 0.1 0.0 0.1 -0.14
O 0.482226 0.723740 -2.630686 0.1 0.0 0.2 -0.53
N -3.392356 2.812834 -3.340940 0.0 0.1 0.1 -0.73
C 3.251437 -1.585019 0.882822 0.0 0.1 0.0 -0.82
H 2.594635 -0.326851 2.524429 0.0 0.0 0.0 0.10
N 1.877905 -2.057192 0.517413 0.0 0.1 0.0 -0.90
C 0.078223 -3.632982 0.584809 -0.1 -0.1 0.0 -0.74
N -2.461920 2.853166 -1.356968 0.1 0.0 0.1 0.45
C 3.258595 -0.283908 1.656953 0.0 0.0 0.0 -0.58
H 3.758450 -2.388056 1.417544 -0.1 0.0 0.1 0.46
H 0.479828 -0.817838 2.646225 -0.1 0.0 0.1 0.28
C -2.265628 1.602045 -1.846552 0.1 0.2 -0.1 0.17
H -2.865483 -2.097825 2.824845 0.0 0.0 0.0 0.50
C 0.296422 1.197316 2.382349 -0.1 0.0 0.1 -0.78
H 1.266192 2.835949 1.379915 0.0 0.0 0.0 0.69
N -0.113462 -0.222196 2.073594 0.1 0.0 0.0 -0.68
H 1.991131 -2.469671 -0.412231 0.0 0.1 0.0 0.54
C -3.162072 3.575476 -2.293073 -0.1 0.0 -0.2 0.92
C -1.513608 -0.499806 2.511594 0.0 0.0 -0.1 -0.79
H 4.260100 -0.151606 2.071010 0.0 0.0 0.0 0.45
H -2.744995 5.630999 -1.928815 0.0 0.0 0.0 0.36
Ir 0.393061 -0.693378 0.101140 -0.3 -0.1 -0.6 3.18
H 1.075435 1.181337 3.143071 0.0 0.0 0.0 0.31
H 1.053214 -2.760521 2.341057 0.0 0.0 0.0 0.18
H -1.459442 4.109360 -0.219579 0.0 0.0 0.0 0.30
H -2.537422 -3.388790 0.856925 0.0 0.0 0.0 0.52
H -1.210856 -2.608592 2.886340 0.0 0.0 0.0 0.30
N -2.848402 1.637041 -3.047104 0.0 -0.1 0.1 0.44
C -2.064140 -2.406550 0.895586 -0.1 0.1 0.0 -0.75
H 3.195204 1.844377 1.331190 0.0 0.0 0.0 0.42
H 2.014536 -3.946572 1.471528 0.0 0.0 0.0 0.62
H -2.891449 0.882297 -3.725527 0.0 0.0 0.0 0.20
H -4.318454 5.073946 -1.327061 0.0 0.0 0.0 0.35
N 1.568118 1.039169 0.267167 -0.1 0.0 0.2 -0.60
H 3.777211 -1.436395 -0.061431 0.1 -0.1 0.0 0.44
H -2.724225 -1.712399 0.371656 0.0 0.0 0.0 0.30
H -1.600508 -0.208552 3.559605 0.0 0.0 0.0 0.55
H -4.065298 5.301145 -3.064201 0.0 0.0 0.0 0.36
H 3.644101 0.912822 -0.085156 0.0 0.0 0.0 0.50
S -1.555378 0.160688 -1.257063 0.3 -0.1 0.2 -0.14
C -3.594208 4.978409 -2.138949 0.0 0.0 0.0 -1.24
N -2.035750 3.279572 -0.096918 -0.1 0.0 -0.1 -0.92
H -0.557178 1.719712 2.811907 0.0 0.0 0.1 0.59
O 1.559499 -0.726138 -3.813942 0.3 0.0 -0.1 -0.51
O 1.114662 -1.191646 -1.768814 -0.1 -0.3 0.3 -0.69
H -2.169887 0.147461 1.925299 0.0 0.0 0.0 0.38
H -0.510637 -4.326109 1.184143 0.0 0.0 0.0 0.44
H -1.058691 -2.719579 -0.833378 0.0 0.1 -0.1 0.36
H 1.601166 1.466300 -0.657394 0.1 0.0 0.0 0.41
C -1.898644 -1.957559 2.337980 0.0 0.0 0.0 -0.69
H -2.851403 3.537611 0.454411 0.0 0.0 0.0 0.28
N 1.082935 -0.370411 -2.796739 -0.6 0.1 -0.3 0.90
C 0.728098 1.921749 1.124111 0.0 0.0 -0.1 -0.33
C 1.290999 -3.138692 1.347473 0.0 0.0 0.0 -0.77
```
Positions in Å, forces in eV/Å.

## Properties
Total charge: +3
DFT total energy in hartree: -1733.31407
Expectation value of S²: 0.764
Multiplicity: 2
LUMO (spin up / spin down) in Eh: -0.351 / -0.459
F_max in Eh/bohr: 0.014


Entry 2:
A molecular structure, C13H30N2O2PS7SbW. Source: the OMol25 dataset; level of theory: ωB97M-V with the def2-TZVPD basis set.

```
57
Properties=species:S:1:pos:R:3:forces:R:3:mulliken_charge:R:1
H -0.395342 -3.485397 0.066140 0.0 0.0 0.0 0.42
H 4.528848 -1.493823 2.196643 0.0 -0.1 0.0 0.33
C -3.115332 -2.554546 2.053961 0.1 0.0 0.0 -0.97
H 0.728107 -1.486965 0.514619 0.1 0.1 0.0 -0.15
H -6.148074 0.391602 -0.255786 0.0 0.0 0.0 0.34
H -1.233885 -0.443502 2.435063 0.0 0.0 0.0 0.28
H 2.187270 0.295631 1.364441 -0.1 0.0 0.0 0.02
H -3.866574 -3.159938 2.560403 0.0 0.0 0.0 0.44
S 1.019174 3.475396 0.068279 0.3 -0.4 -0.1 -0.34
C -4.826183 1.600429 0.968037 0.0 0.0 0.0 -0.08
H 4.840477 0.208854 -3.688767 0.0 0.0 0.0 0.21
H 6.543716 -0.204477 -3.448187 0.0 0.0 0.0 0.34
H -2.147514 1.456847 2.100179 0.0 0.0 0.0 0.31
C -1.024492 -2.735570 0.551346 -0.1 0.0 0.0 -0.44
H -6.677515 2.063271 -0.060613 0.0 0.0 0.0 0.37
C -0.088630 -1.715596 1.192721 -0.1 0.1 0.0 -0.43
S 2.500868 2.916617 -3.137041 0.0 -0.3 0.4 -0.01
P 4.106889 -0.173351 -1.001788 0.0 0.0 0.0 1.01
S 1.463383 6.186041 -2.512022 -0.1 -0.2 0.1 -0.43
C 3.717575 -1.240513 1.519973 -0.1 0.0 0.0 -0.23
O 5.405380 -0.487501 -1.804725 0.0 -0.2 0.0 -0.38
S 3.996828 1.790671 -0.487676 -0.3 -0.1 -0.1 -0.32
S -0.446146 0.468266 -0.931478 -0.2 0.0 -0.1 -0.36
C -1.991557 -3.436060 1.505134 0.0 0.1 0.0 -0.63
H -3.715917 1.130542 -0.824446 0.0 0.0 0.0 0.21
C -2.523078 2.501380 0.308009 0.0 -0.1 0.0 -0.60
H -2.440746 -4.272020 0.966524 0.0 0.0 0.0 0.37
C 2.968364 -0.037961 2.044896 0.0 -0.1 0.1 -0.82
H -4.336135 2.775792 -0.768028 0.0 0.0 0.0 0.46
H -2.759026 -1.828028 2.789796 0.0 0.0 0.0 0.18
H 5.909569 -2.636722 -3.260783 0.0 0.0 0.0 0.30
C 5.523580 -0.525583 -3.261304 0.0 0.1 0.0 -0.19
H -4.912621 2.435461 1.671863 0.0 0.0 0.0 0.31
W 1.681514 1.778772 -1.269541 0.1 0.8 -0.4 0.59
H -6.868461 0.918418 1.266692 0.0 0.0 0.0 0.38
C -1.041460 0.543732 0.711516 0.1 0.0 0.1 0.42
H -1.882470 2.714711 -0.539248 0.1 0.1 -0.1 -0.03
N -0.755534 -0.450218 1.545867 0.1 -0.1 0.0 -0.15
H 2.492987 -0.336732 2.980321 0.0 0.0 0.0 0.39
N -1.823561 1.519980 1.145026 0.0 0.1 -0.1 -0.11
H -4.410673 0.752755 1.523845 0.0 0.0 0.0 0.08
S 2.394976 -0.567931 -1.978807 0.1 0.1 0.2 -0.39
H 5.528821 -1.948607 -4.846242 0.0 0.0 0.0 0.40
H 4.236073 -2.212495 -3.671384 0.0 0.0 0.0 0.25
Sb -0.155724 4.862169 -1.850400 -0.1 0.2 -0.1 0.58
H -1.582640 -2.237742 -0.247480 0.0 0.0 0.0 0.20
H 0.333329 -2.110275 2.118104 0.0 0.0 0.0 0.57
O 4.362720 -1.084458 0.238874 0.3 0.1 0.0 -0.44
C 5.279088 -1.918688 -3.785038 0.0 0.0 0.1 -1.00
C -6.210697 1.220589 0.452338 0.0 0.0 0.0 -1.40
H -3.615470 -2.009338 1.248505 0.0 0.0 0.0 0.24
C -3.877955 1.988178 -0.163161 0.0 0.0 0.1 -0.48
H -2.627747 3.409870 0.899927 0.0 0.0 0.0 0.55
H -1.429672 -3.874938 2.335197 0.0 0.0 0.0 0.30
H 3.067408 -2.108613 1.423366 -0.1 0.0 0.0 0.26
H 3.628663 0.803105 2.247490 0.0 0.0 0.0 0.43
S 0.485237 2.568527 -3.221148 0.1 0.0 0.0 -0.15
```
Positions in Å, forces in eV/Å.

## Properties
Total charge: +1
DFT total energy in hartree: -4209.34248
Expectation value of S²: 0.761
Multiplicity: 2
LUMO (spin up / spin down) in Eh: -0.157 / -0.151
F_max in Eh/bohr: 0.017


Entry 3:
4 unconnected molecules or ions with the total composition C13H30N3O8S3 at a distorted geometry. Source: the OMol25 dataset; level of theory: ωB97M-V with the def2-TZVPD basis set.

```
57
Properties=species:S:1:pos:R:3:forces:R:3:mulliken_charge:R:1
N 4.543765 3.819249 0.474933 0.0 -0.1 -0.3 -0.62
H 4.647833 3.804169 1.476504 0.0 0.1 0.1 0.24
O 4.398611 -2.912121 -2.162029 0.2 0.6 0.1 -0.34
C -0.342432 -1.440198 1.786408 0.0 -0.1 0.1 -1.11
H -0.520225 -2.797404 -1.597002 0.0 0.0 0.0 0.29
O -2.833522 0.256705 -0.632560 -0.3 0.0 -0.1 -0.54
H -4.476606 2.361373 0.578113 0.0 -0.1 -0.1 0.27
S -0.270658 -1.087668 0.024046 0.3 0.1 -0.1 0.72
H 2.426046 -2.429157 -2.519467 0.0 0.0 -0.1 0.19
H -1.562297 -3.089699 -0.182094 0.0 0.0 0.0 0.42
C -0.569613 -2.779959 -0.510424 0.0 -0.1 0.1 -1.12
C -5.064722 1.232356 4.863508 0.0 -0.1 0.1 -0.94
H -0.132119 -0.512769 2.314752 0.0 0.0 -0.1 0.32
H 3.058446 -1.787245 -1.039997 0.1 0.2 0.1 0.35
H -5.713542 2.361992 -0.697018 0.0 0.0 0.0 0.35
C 4.088426 0.479058 -1.914278 -0.3 0.2 -0.2 -0.52
H 4.881092 1.027784 -2.430195 0.2 0.1 0.2 0.50
O -5.170173 2.433069 2.514891 -0.1 0.0 0.1 -0.59
H -4.019897 2.793638 -1.091430 0.0 -0.1 -0.1 0.36
C -4.638452 0.482724 -2.554816 0.0 0.0 -0.1 -0.97
H 0.405961 -2.191090 2.042973 0.0 0.0 -0.1 0.36
H -4.125082 1.704215 5.141359 0.0 0.0 0.0 0.31
N 2.459479 2.744302 0.820669 -0.3 -0.1 -0.2 -0.59
O 6.935054 -4.605273 0.583615 -0.3 0.2 0.0 -0.70
C 2.942551 1.471847 -1.709256 -0.1 -0.1 -0.9 -0.54
H 2.969842 -0.409305 -3.538203 -0.1 0.0 -0.1 0.33
H -4.432694 -0.505666 -2.960514 0.0 0.0 0.0 0.32
C -7.342983 1.272516 3.469282 -0.1 -0.1 0.0 -0.92
C 4.190093 -3.972085 -1.347918 0.2 -0.1 0.5 0.80
H 0.195181 -3.440221 -0.099351 0.0 0.0 0.0 0.38
H -3.988372 1.217913 -3.028888 0.0 0.0 0.0 0.30
H 4.446864 0.130034 -0.947268 0.3 0.0 0.0 0.26
H -8.005948 1.773344 2.767167 0.0 0.0 0.0 0.30
O 3.323411 -4.769535 -1.546848 -0.7 -0.4 -0.3 -0.62
H -1.342500 -1.792323 2.041162 0.0 0.0 0.0 0.39
H -7.871679 1.087230 4.404187 0.0 0.0 0.0 0.38
H 2.634913 3.044344 1.772168 0.0 0.0 0.1 0.17
H -6.987329 0.336749 3.037837 0.0 0.0 0.0 0.29
H 2.447565 1.583224 -2.677011 -0.1 0.1 -0.1 0.33
C 3.314343 -1.971791 -2.079489 -0.4 -0.4 -0.2 -0.37
H -5.686251 0.735829 -2.718282 0.0 0.0 0.0 0.35
O 4.937777 -3.998614 -0.241245 -0.1 0.1 -0.3 -0.31
O 6.664050 -4.513176 -1.659746 -0.7 0.1 0.8 -0.68
H 4.353999 2.970513 -1.659209 -0.1 0.0 -0.4 0.25
C 3.726327 -0.708861 -2.815773 0.4 -0.1 0.4 -0.85
S -4.303077 0.439757 -0.787509 0.0 0.0 0.0 0.43
O 1.159116 -0.801776 -0.286243 -0.1 -0.1 0.1 -0.72
H -5.661932 1.048520 5.756618 0.0 0.0 0.0 0.38
H 2.188660 1.088780 -1.033584 0.0 0.2 0.3 0.22
H 5.398484 3.505521 0.036373 0.1 0.1 0.0 0.25
H -4.866464 0.299804 4.335464 0.0 0.0 0.0 0.29
H 4.626435 -0.977313 -3.364948 0.0 -0.1 -0.2 0.44
C -4.663936 2.165912 -0.473895 0.1 0.2 -0.1 -0.87
C 3.419896 3.072898 0.054748 0.0 0.2 0.3 0.60
C 6.331605 -4.409994 -0.463819 1.6 -0.4 -0.6 0.62
N 3.423132 2.797979 -1.305912 0.3 -0.3 0.9 -0.30
S -5.946452 2.359893 3.779442 0.0 0.0 0.1 0.44
```
Positions in Å, forces in eV/Å.

## Properties
Total charge: -1
DFT total energy in hartree: -2474.08036
LUMO in Eh: 0.052
F_max in Eh/bohr: 0.034


Entry 4:
A molecular structure, C13H30N4OPt. Source: the OMol25 dataset; level of theory: ωB97M-V with the def2-TZVPD basis set.

```
49
Properties=species:S:1:pos:R:3:forces:R:3:mulliken_charge:R:1
C -1.693516 -1.530140 -1.829832 0.0 0.0 0.0 -0.58
H 3.169905 -2.540461 1.301390 0.0 0.0 0.0 0.43
O 0.178222 1.938636 1.056060 0.0 -0.2 0.1 -0.80
H 0.815403 0.257623 3.193526 0.0 0.0 0.0 0.26
C 0.747883 -2.029309 -1.840652 0.0 -0.1 0.0 -0.77
H 1.091801 -0.095409 -2.721548 0.0 0.0 0.0 0.39
N 1.819679 -0.129036 -0.757168 0.0 0.0 0.0 -0.52
N 0.734509 -0.517744 2.547764 0.0 0.0 0.0 -0.14
H -1.609995 0.572287 3.059837 0.0 0.0 0.0 0.38
H 2.203946 0.788586 -0.963186 0.0 0.0 0.0 0.33
C -1.707110 -0.375409 2.529559 0.0 0.0 0.0 -0.62
C 1.601799 -0.805277 -2.069846 0.0 0.0 0.0 -0.69
C -2.841201 -0.979152 0.400117 0.0 0.0 0.0 -0.69
N -1.871347 -0.060818 1.066566 0.0 0.0 0.0 -0.55
C 0.638850 4.173609 1.599521 0.0 0.0 0.0 -1.32
H -3.766956 -1.116452 -1.530295 0.0 0.0 0.0 0.43
H 3.540798 -1.311026 -0.557484 0.0 0.0 0.0 0.43
H 2.779392 -0.652534 2.879489 0.0 0.0 0.0 0.45
H 1.947299 3.467250 -0.877614 0.0 0.0 0.0 0.32
H 1.924868 -2.135416 3.242561 0.0 0.0 0.0 0.39
H 3.392480 -0.037886 0.636165 0.0 0.0 0.0 0.47
Pt -0.051596 0.026138 0.099479 0.2 0.2 -0.1 1.76
H 1.308714 -2.794321 -1.307080 0.0 0.0 0.0 0.35
H -1.432629 -1.015805 -2.752918 0.0 0.0 0.0 0.36
C 2.340446 -1.844382 1.154104 0.0 0.0 0.0 -0.32
H 0.757393 5.133837 1.105968 0.0 0.0 0.0 0.40
H 0.382579 4.180064 -1.158737 0.0 0.0 0.0 0.47
N -0.443694 -1.648824 -1.010163 -0.1 0.1 0.0 -0.57
H -2.745214 0.284531 -1.322304 0.0 0.0 0.0 0.36
C -0.497573 -1.250770 2.827204 0.0 0.0 0.0 -0.94
H 2.554394 -1.074659 -2.529811 0.0 0.0 0.0 0.44
C 1.971594 -1.300666 2.535073 0.0 0.0 0.0 -1.15
H -2.005813 -2.543794 -2.090305 0.0 0.0 0.0 0.52
H 1.510242 3.995527 2.235755 0.0 0.0 0.0 0.33
C -2.817728 -0.784756 -1.109737 0.0 0.0 0.0 -0.95
H 0.419987 -2.464784 -2.783783 0.0 0.0 0.0 0.51
H -2.264536 0.876229 1.004384 -0.1 0.0 0.0 0.44
C 0.871928 3.274274 -0.799386 0.0 0.0 0.0 -1.21
C 2.837960 -0.822973 0.120459 0.0 0.0 0.0 -0.63
H -0.520307 -2.157908 2.214361 0.0 0.0 0.0 0.22
H -2.581241 -2.000136 0.691060 0.0 0.0 0.0 0.39
H -2.620527 -0.855429 2.883457 0.0 0.0 0.0 0.50
H -0.598042 -2.412774 -0.356310 0.0 0.0 0.0 0.44
C 0.532037 3.045277 0.631600 0.0 0.0 -0.1 0.98
H -3.836115 -0.782839 0.800942 0.0 0.0 0.0 0.55
H 1.525406 -2.455205 0.759339 0.0 0.0 0.0 0.06
H 0.586864 2.424781 -1.419139 0.0 0.0 0.0 0.19
H -0.234998 4.186734 2.250378 0.0 0.0 0.0 0.36
H -0.567616 -1.583149 3.869247 0.0 0.0 0.0 0.53
```
Positions in Å, forces in eV/Å.

## Properties
Total charge: +2
DFT total energy in hartree: -926.41356
LUMO in Eh: -0.205
F_max in Eh/bohr: 0.005